# 1
ORCA calculation (ωB97M-V/def2-TZVPD) on a 2-piece molecular cluster, C6H6O overall in a non-equilibrium geometry.

The HOMO energy comes out at -8.43 eV. The spin multiplicity is 1. Its LUMO energy is 0.045 eV. The total energy comes out at -307.24467 Ha. The calculation puts the energy above the lowest of the compared OMol25 structures with the same formula, charge and spin at 5.953 eV.

Atoms and positions in Å:
C -0.59950 -1.95644 2.61647
C -0.62662 -1.23763 1.59471
C -0.47177 -0.41194 0.47397
C -0.73917 -0.38674 -0.89063
C -0.23780 0.86523 -1.45609
C 0.92224 1.09697 -0.43442
H 0.12843 -2.75084 3.64934
H -1.38890 -1.00637 -1.38218
H 0.40731 0.69506 -2.33424
H -0.87282 1.82907 -1.53804
H 1.78279 0.43585 -0.70291
H 1.36607 2.22408 -0.48846
O 0.32973 0.60370 0.89246

=====

# 2
ORCA calculation (ωB97M-V/def2-TZVPD) on one molecule with the formula C6H6O in a non-equilibrium geometry.

The HOMO energy comes out at -7.94 eV. The spin multiplicity is 1. Its LUMO energy is 0.027 eV. The total energy comes out at -307.31500 Ha. The calculation puts the energy above the lowest of the compared OMol25 structures with the same formula, charge and spin at 4.039 eV. As for the structure (SMILES): Oc1ccccc1.

Atoms and positions in Å:
C -0.12398 -1.19197 1.29221
C 1.14036 -0.55388 0.96410
C 1.27460 0.18745 -0.14847
C -0.00580 0.52310 -0.82600
O 0.06658 0.52743 -2.28904
C -1.00320 0.69132 0.18569
C -1.28888 -0.31401 1.11538
H -0.12078 -2.01897 2.04674
H 2.02803 -0.64719 1.70648
H 2.22475 0.41873 -0.67474
H -0.82094 0.92031 -2.42132
H -1.60726 1.67735 0.50323
H -2.19504 -0.62170 1.65440

=====

# 3
ORCA calculation (ωB97M-V/def2-TZVPD) on one molecule with the formula C6H6O in a non-equilibrium geometry.

The HOMO energy comes out at -8.65 eV. The spin multiplicity is 1. Its LUMO energy is -0.093 eV. The total energy comes out at -307.36385 Ha. The calculation puts the energy above the lowest of the compared OMol25 structures with the same formula, charge and spin at 2.710 eV. As for the structure (SMILES): C1=C[C@@H]2O[C@@H]2C=C1.

Atoms and positions in Å:
C -1.05520 -0.74913 -0.29739
C 0.19515 -1.43059 -0.09840
C 1.24969 -0.66908 0.27273
C 1.27049 0.70605 0.23767
C 0.10720 1.47760 -0.12450
C -1.15067 0.72182 -0.12282
H -1.72747 -1.27736 -0.96921
H 0.24462 -2.52461 -0.14207
H 2.14220 -1.18417 0.61082
H 2.24502 1.13042 0.46050
H 0.09172 2.64433 -0.14187
H -1.95144 1.25058 -0.63529
O -1.66130 -0.09585 0.94984

=====

# 4
ORCA calculation (ωB97M-V/def2-TZVPD) on one molecule with the formula C6H6O in a non-equilibrium geometry.

The HOMO energy comes out at -8.93 eV. The spin multiplicity is 1. Its LUMO energy is -3.185 eV. The total energy comes out at -307.06679 Ha. The calculation puts the energy above the lowest of the compared OMol25 structures with the same formula, charge and spin at 10.793 eV.

Atoms and positions in Å:
C -1.71254 0.40107 -0.81692
C -1.15319 -0.19466 0.30123
C 0.96122 0.55503 -0.77141
C 0.38214 0.14026 0.61206
O 0.74032 0.41790 1.84880
C 1.36272 -0.70554 -0.12954
C -1.11635 -0.78113 -1.19393
H -1.77365 1.34645 -1.33218
H -1.84710 -0.63984 1.04681
H 1.39734 1.50522 -0.66156
H 0.66872 0.34606 -1.79821
H 2.34394 -0.69958 0.30318
H 0.94417 -1.69173 -0.35742

=====

# 5
ORCA calculation (ωB97M-V/def2-TZVPD) on a 2-piece molecular cluster, C6H6O overall in a non-equilibrium geometry.

The HOMO energy (spin up / spin down) comes out at -7.59 / -7.59 eV. The spin multiplicity is 1. Its LUMO energy (spin up / spin down) is -0.346 / -0.346 eV. The total energy comes out at -307.15211 Ha. The calculation puts the energy above the lowest of the compared OMol25 structures with the same formula, charge and spin at 8.472 eV.

Atoms and positions in Å:
C -1.68676 -0.64771 -1.36382
C -1.49066 -0.69379 0.04570
C -0.49834 -0.16026 -2.03059
C -0.19337 -0.23335 0.00318
C 0.50582 0.24012 -1.02910
C 1.01692 0.82064 2.34088
O 2.28675 0.68434 2.59669
H -2.48312 -0.97666 -1.87544
H -2.17856 -1.06286 0.71702
H -0.09351 -0.24551 -3.00210
H 1.48827 0.50905 -1.32816
H 0.50469 1.72527 2.78334
H 2.82188 0.04073 2.14241

=====

# 6
ORCA calculation (ωB97M-V/def2-TZVPD) on C6H6O as an isolated structure in a non-equilibrium geometry.

The HOMO energy (spin up / spin down) comes out at -7.50 / -7.91 eV. The spin multiplicity is 1. Its LUMO energy (spin up / spin down) is -0.289 / -0.298 eV. The total energy comes out at -307.20889 Ha. The calculation puts the energy above the lowest of the compared OMol25 structures with the same formula, charge and spin at 6.926 eV.

Atoms and positions in Å:
C 2.27722 0.52799 0.74692
C 1.16146 0.30221 0.29090
C 0.20228 0.04155 -0.95353
C -0.93899 0.95653 -0.44472
C -0.56041 0.24311 0.78600
O -0.92400 -1.08050 0.69784
C -0.40358 -1.33857 -0.63883
H 3.32445 0.72630 0.88265
H -1.96370 0.75155 -0.76008
H -0.66844 2.01032 -0.50165
H -0.64824 0.63858 1.80076
H 0.33846 -2.13725 -0.56425
H -1.19651 -1.64180 -1.34200

=====

# 7
ORCA calculation (ωB97M-V/def2-TZVPD) on one molecule with the formula C6H6O in a non-equilibrium geometry.

The HOMO energy (spin up / spin down) comes out at -5.24 / -10.21 eV. The spin multiplicity is 3. Its LUMO energy (spin up / spin down) is 0.964 / -3.068 eV. The total energy comes out at -307.09415 Ha. The calculation puts the energy above the lowest of the compared OMol25 structures with the same formula, charge and spin at 3.272 eV.

Atoms and positions in Å:
C -1.65442 1.93691 -0.21869
C 2.26650 1.56248 0.06912
C -0.99114 0.95476 -0.05574
C 1.32266 0.84378 0.16136
C -0.00108 -1.24964 -0.28271
C 0.08718 0.12691 0.43414
O 0.05623 -0.05943 1.89813
H -2.28223 2.76546 -0.40864
H 3.16186 2.10132 -0.08614
H 0.90730 -1.91080 0.17588
H -0.89410 -1.68481 0.08611
H -0.09340 -1.20670 -1.39563
H -0.28670 0.85715 2.22412

=====

# 8
ORCA calculation (ωB97M-V/def2-TZVPD) on one molecule with the formula C6H6O2 in a non-equilibrium geometry.

The HOMO energy comes out at -8.58 eV. The spin multiplicity is 1. Its LUMO energy is 0.352 eV. The total energy comes out at -382.55389 Ha. The calculation puts the energy above the lowest of the compared OMol25 structures with the same formula, charge and spin at 3.588 eV. As for the structure (SMILES): C=C=C(O)[C@@H]1CC1=O.

Atoms and positions in Å:
C -1.39580 1.08753 0.46418
C -0.03274 -1.00820 -0.15289
C -0.03103 1.15226 0.95840
C 0.91612 -0.31556 -0.77879
C -0.70826 -0.24879 0.90011
C 2.01540 0.00518 -1.40150
O -0.44365 -2.25633 -0.51550
O 0.76243 1.82473 1.54484
H -1.23237 -2.49497 -0.01362
H -2.17411 1.46692 1.11524
H -1.59719 1.21728 -0.59093
H -1.08647 -0.76852 1.77376
H 2.96551 -0.45578 -1.16174
H 2.04214 0.79425 -2.14155